[1]
{"formula": "C4H8O4", "method": "wB97M-V/def2-TZVPD", "symbols": ["C", "C", "O", "C", "O", "C", "O", "O", "H", "H", "H", "H", "H", "H", "H", "H"], "xyz": [[1.543812, 0.179743, 0.758875], [0.257921, 0.416746, 0.021585], [0.087872, 1.717764, -0.414570], [-1.246140, -0.122864, 0.723280], [-2.361460, 0.605611, 0.242633], [-0.134162, -0.636263, -0.997596], [-0.392550, -0.339761, -2.179614], [0.262342, -1.918818, -0.670331], [1.740343, 0.970136, 1.490508], [2.368674, 0.156867, 0.037307], [1.557504, -0.788177, 1.266657], [0.865065, 1.973817, -0.945763], [-1.108084, 0.166277, 1.771453], [-1.523891, -1.174945, 0.851193], [-2.047899, 1.213010, -0.457695], [0.130653, -2.419142, -1.497921]], "forces_ev_per_a": [[0.0, -0.4, 0.5], [-3.3, -3.1, -0.2], [0.1, 0.1, -0.1], [0.2, 2.7, 2.7], [0.7, 0.0, -0.8], [4.2, 1.0, -4.4], [-0.7, -1.0, 2.8], [-0.9, 0.7, -0.3], [-0.2, -0.1, -0.1], [-0.1, 0.1, 0.0], [-0.1, 0.1, -0.1], [-0.6, -0.2, 0.1], [0.0, 0.2, 0.2], [0.7, -0.1, -1.1], [-0.2, -0.3, 0.4], [0.0, 0.1, 0.3]], "lowdin_charge": [-0.002, -0.423, 0.031, -0.134, -0.049, -0.486, 0.084, 0.075, 0.096, 0.100, 0.094, 0.135, 0.117, 0.131, 0.097, 0.134], "homo_energy_ev": -9.6, "homo_lumo_gap_ha": 0.3735, "charge": 0, "e_above_lowest_kcal_mol": 71.9, "smiles": "C[C@](O)(CO)C(=O)O", "e_lumo_ev": 0.597}

---

[2]
{"formula": "C6H13N", "method": "wB97M-V/def2-TZVPD", "symbols": ["C", "C", "C", "N", "C", "C", "C", "H", "H", "H", "H", "H", "H", "H", "H", "H", "H", "H", "H", "H"], "xyz": [[3.012389, -0.230356, -0.126849], [1.517731, -0.498211, 0.011770], [0.652843, 0.540665, -0.689581], [-0.739443, 0.136188, -0.628984], [-1.746456, 1.159935, -0.804758], [-1.533139, 0.521653, 0.521669], [-2.465540, -0.536308, 1.058709], [3.285163, 0.746159, 0.290385], [3.317406, -0.239800, -1.180011], [3.598549, -0.992714, 0.396501], [1.264231, -1.477805, -0.410016], [1.235377, -0.532656, 1.072772], [0.926929, 0.599212, -1.751492], [0.828333, 1.545838, -0.256404], [-2.599066, 0.876429, -1.419374], [-1.408112, 2.189417, -0.933854], [-1.048982, 1.154270, 1.272678], [-3.286640, -0.102164, 1.639696], [-2.888988, -1.100639, 0.222329], [-1.923396, -1.241421, 1.698999]], "forces_ev_per_a": [[0.1, 0.0, 0.0], [0.0, 0.0, 0.0], [0.1, 0.0, 0.0], [0.1, -0.1, -0.1], [-0.2, 0.2, -0.2], [0.0, 0.0, 0.2], [0.0, 0.0, 0.0], [0.0, -0.1, -0.1], [0.0, 0.0, 0.1], [-0.1, 0.1, -0.1], [0.1, 0.1, 0.1], [0.1, 0.0, -0.1], [0.0, 0.0, 0.1], [-0.1, -0.2, 0.0], [0.1, 0.1, 0.1], [0.0, -0.2, 0.1], [0.0, -0.1, -0.2], [0.1, 0.0, -0.1], [0.0, 0.1, 0.1], [-0.1, 0.1, -0.1]], "lowdin_charge": [-0.121, -0.259, -0.242, -0.101, -0.116, -0.346, -0.060, 0.071, 0.072, 0.068, 0.111, 0.107, 0.124, 0.122, 0.105, 0.105, 0.138, 0.073, 0.078, 0.072], "homo_energy_ev": -9.0, "homo_lumo_gap_ha": 0.3778, "charge": 0, "e_above_lowest_kcal_mol": 20.1, "smiles": "CCCN1C[C@H]1C", "e_lumo_ev": 1.251}

---

[3]
{"formula": "C49H40BrN5O5RuS3", "method": "wB97M-V/def2-TZVPD", "symbols": ["Ru", "O", "S", "O", "N", "C", "C", "C", "C", "C", "C", "C", "C", "N", "C", "C", "C", "C", "C", "C", "C", "H", "H", "H", "H", "H", "H", "H", "H", "H", "H", "H", "O", "S", "O", "N", "C", "C", "C", "C", "C", "C", "C", "C", "N", "C", "C", "C", "C", "C", "C", "C", "H", "H", "H", "H", "H", "H", "H", "H", "H", "H", "H", "O", "S", "C", "C", "C", "C", "C", "C", "C", "C", "C", "C", "C", "C", "C", "C", "H", "H", "H", "H", "H", "H", "H", "H", "H", "H", "H", "H", "H", "H", "Br", "C", "C", "C", "C", "N", "C", "H", "H", "H", "H"], "xyz": [[-0.212818, -0.833322, -0.066835], [3.491644, -1.854339, 2.051881], [2.432008, -2.131459, 1.137165], [2.575027, -1.756438, -0.240814], [0.984668, -1.387919, 1.612232], [0.616462, -1.191970, 2.874127], [1.491929, -1.133155, 4.002312], [1.003063, -0.813483, 5.253627], [-0.342149, -0.555948, 5.456938], [-1.274258, -0.659153, 4.384391], [-2.656709, -0.479309, 4.565029], [-3.499193, -0.675948, 3.500607], [-2.946232, -1.061698, 2.274056], [-1.648667, -1.218905, 2.077859], [-0.817282, -1.000884, 3.107735], [1.978662, -3.832756, 1.199117], [2.587618, -4.639191, 0.242336], [2.299743, -5.995051, 0.227544], [1.408768, -6.529336, 1.148829], [0.809296, -5.713742, 2.099005], [1.092188, -4.356809, 2.131097], [2.546924, -1.297131, 3.856446], [1.691777, -0.747457, 6.084475], [-0.704998, -0.295860, 6.443042], [-3.041349, -0.201464, 5.538221], [-4.568563, -0.555667, 3.596329], [-3.590437, -1.257369, 1.423337], [3.274485, -4.212944, -0.476066], [2.777226, -6.634790, -0.502296], [1.185071, -7.587625, 1.130146], [0.122244, -6.134552, 2.820373], [0.621527, -3.734524, 2.881004], [0.711220, 3.221496, 0.282635], [0.941015, 1.909574, 0.804786], [1.993375, 1.075194, 0.283364], [-0.429178, 1.004764, 0.640605], [-1.694428, 1.613407, 0.415035], [-2.114177, 2.838657, 0.862739], [-3.439450, 3.274758, 0.636124], [-4.332295, 2.504062, -0.048602], [-3.913679, 1.257748, -0.571313], [-4.743756, 0.426824, -1.354872], [-4.253606, -0.737679, -1.875046], [-2.930182, -1.101081, -1.587195], [-2.140684, -0.368588, -0.830903], [-2.598774, 0.825952, -0.336374], [1.265038, 2.041938, 2.539286], [0.271658, 2.432584, 3.431836], [0.602029, 2.644110, 4.760485], [1.914263, 2.477499, 5.188014], [2.894244, 2.071573, 4.294902], [2.574781, 1.841715, 2.963099], [-1.425559, 3.500034, 1.365009], [-3.738670, 4.243420, 1.012546], [-5.345984, 2.840052, -0.222085], [-5.764347, 0.732103, -1.551334], [-4.857591, -1.382297, -2.496682], [-2.511271, -2.014696, -1.988623], [-0.748342, 2.572168, 3.102748], [-0.160061, 2.962674, 5.459740], [2.171381, 2.671104, 6.220971], [3.914361, 1.940855, 4.630010], [3.329542, 1.526208, 2.256669], [0.271774, 0.256120, -2.023967], [1.105095, 0.076110, -3.297991], [2.797548, 0.656190, -2.896807], [3.167777, 2.086901, -3.141161], [3.667486, 2.483141, -4.380836], [4.002328, 3.807235, -4.614066], [3.849397, 4.748284, -3.603426], [3.373856, 4.357095, -2.360471], [3.039039, 3.029603, -2.128278], [0.441173, 1.327049, -4.446438], [-0.771935, 2.006938, -3.877967], [-0.625085, 3.052229, -2.972041], [-1.740376, 3.727048, -2.499547], [-3.007926, 3.370059, -2.941828], [-3.161042, 2.317186, -3.833616], [-2.044654, 1.630317, -4.290895], [3.443815, -0.025842, -3.452246], [2.842480, 0.391742, -1.836754], [3.809802, 1.748567, -5.166763], [4.391668, 4.102261, -5.578867], [4.114057, 5.781477, -3.782902], [3.269977, 5.082380, -1.564662], [2.675333, 2.724040, -1.157324], [0.216704, 0.788169, -5.365910], [1.241840, 2.037887, -4.637558], [0.364958, 3.343348, -2.641232], [-1.616204, 4.548489, -1.806233], [-3.874519, 3.925085, -2.605941], [-4.145210, 2.049675, -4.196895], [-2.160555, 0.829272, -5.012694], [-2.395867, -6.154575, -0.330882], [-1.194905, -4.927932, -1.082491], [-0.442968, -5.240839, -2.205230], [0.449727, -4.297191, -2.682926], [0.568608, -3.082417, -2.033051], [-0.191305, -2.773241, -0.975931], [-1.053896, -3.683967, -0.503113], [-0.548717, -6.204949, -2.684131], [1.069892, -4.502535, -3.543645], [1.298887, -2.349630, -2.338184], [-1.626596, -3.406704, 0.374087]], "forces_ev_per_a": [[-0.5, 0.9, -0.5], [-0.1, 0.0, 0.0], [0.1, 0.3, 0.1], [-0.1, 0.0, 0.0], [0.2, -0.4, 0.0], [0.0, 0.1, 0.1], [-0.1, 0.0, -0.1], [-0.1, 0.0, 0.0], [0.0, 0.0, 0.0], [0.0, 0.0, 0.2], [0.0, 0.0, 0.0], [0.0, 0.0, 0.0], [0.0, 0.0, -0.1], [0.0, 0.0, -0.1], [0.2, 0.0, 0.0], [0.0, -0.1, -0.2], [-0.1, -0.1, 0.1], [0.0, 0.0, 0.0], [0.0, 0.0, 0.0], [0.0, 0.0, 0.0], [0.0, 0.0, 0.1], [0.0, 0.0, 0.0], [0.0, 0.0, 0.0], [0.0, 0.0, 0.0], [0.0, 0.0, 0.0], [0.0, 0.0, 0.0], [0.0, 0.0, 0.0], [0.0, 0.0, 0.0], [0.0, 0.0, 0.0], [0.0, 0.0, 0.0], [0.0, 0.0, 0.0], [0.0, 0.0, 0.0], [0.0, 0.0, 0.0], [0.1, -0.2, 0.3], [0.0, 0.1, 0.0], [-0.2, 0.1, -0.2], [0.3, -0.2, 0.1], [-0.1, 0.1, 0.0], [0.1, -0.1, 0.0], [0.0, -0.1, 0.0], [-0.1, 0.0, 0.0], [0.0, 0.1, 0.0], [0.1, 0.0, 0.0], [0.0, 0.0, -0.1], [0.0, 0.1, 0.2], [0.1, -0.1, -0.1], [-0.1, 0.0, 0.1], [0.1, -0.1, 0.0], [0.0, 0.0, 0.0], [0.0, 0.0, 0.0], [0.0, 0.0, 0.0], [-0.1, 0.1, 0.0], [0.0, 0.0, 0.0], [0.0, 0.0, 0.0], [0.0, 0.0, 0.0], [0.0, 0.0, 0.0], [0.0, 0.0, 0.0], [0.0, 0.0, 0.0], [0.0, 0.0, 0.0], [0.0, 0.0, 0.0], [0.0, 0.0, 0.0], [0.0, 0.0, 0.0], [0.0, 0.0, 0.0], [0.2, -0.3, 0.2], [0.0, -0.1, 0.2], [0.1, 0.0, 0.1], [0.0, 0.0, 0.0], [0.0, -0.1, 0.0], [0.0, 0.0, 0.0], [0.0, 0.0, 0.0], [0.0, -0.1, 0.0], [-0.1, 0.1, 0.0], [-0.1, 0.2, 0.0], [0.0, 0.1, -0.1], [0.0, 0.0, 0.1], [0.0, 0.0, -0.1], [0.0, 0.0, 0.0], [0.0, 0.0, 0.0], [0.0, 0.0, 0.0], [0.0, 0.0, 0.0], [0.1, 0.0, 0.0], [0.0, 0.0, 0.0], [0.0, 0.0, 0.0], [0.0, 0.0, 0.0], [0.0, 0.0, 0.0], [0.1, 0.1, -0.1], [0.0, 0.0, 0.0], [0.0, 0.1, 0.0], [0.0, 0.0, 0.0], [0.0, 0.0, 0.0], [0.0, 0.0, 0.0], [0.0, 0.0, 0.0], [0.0, 0.0, 0.0], [0.0, 0.0, 0.0], [0.0, 0.0, 0.0], [0.0, 0.0, 0.0], [0.0, 0.0, 0.0], [0.0, 0.0, 0.1], [0.0, -0.1, 0.1], [0.1, 0.0, 0.1], [0.0, 0.0, 0.0], [0.0, 0.0, 0.0], [-0.1, 0.0, 0.0], [0.0, 0.0, 0.0]], "lowdin_charge": [1.487, -0.240, 0.658, -0.311, -0.144, -0.244, 0.041, -0.023, 0.046, -0.139, 0.036, 0.002, -0.089, 0.084, -0.170, -0.283, -0.053, -0.046, -0.051, -0.057, -0.053, 0.110, 0.132, 0.137, 0.136, 0.124, 0.118, 0.125, 0.121, 0.120, 0.118, 0.108, -0.246, 0.624, -0.336, -0.235, -0.241, -0.012, -0.033, -0.023, -0.159, 0.023, -0.016, -0.092, -0.007, -0.179, -0.269, -0.055, -0.063, -0.060, -0.050, -0.044, 0.104, 0.123, 0.128, 0.136, 0.121, 0.112, 0.100, 0.118, 0.118, 0.121, 0.123, -0.616, 1.024, -0.247, -0.287, -0.058, -0.060, -0.062, -0.053, -0.042, -0.235, -0.278, -0.021, -0.058, -0.085, -0.077, -0.038, 0.102, 0.068, 0.122, 0.112, 0.111, 0.113, 0.076, 0.099, 0.084, 0.109, 0.116, 0.110, 0.110, 0.118, 0.835, -0.673, -0.064, -0.010, -0.128, -0.077, -0.199, 0.124, 0.128, 0.070, 0.100], "homo_energy_ev": [-12.9, -12.9], "homo_lumo_gap_ha": [0.2654, 0.1819], "charge": 2, "spin_multiplicity": 5, "e_above_lowest_kcal_mol": 8.1, "e_lumo_ev": [-5.723, -7.987], "s2": 6.049}